The following is a DFT calculation (ωB97M-V with the def2-TZVPD basis set) of C12H35CrCuO11 as an isolated structure.

The geometry in XYZ format:
```
60
C12H35CrCuO11 ωB97M-V with the def2-TZVPD basis set
Cr -1.056 -2.209 -2.507
Cu 1.909 -3.529 -2.349
C 0.546 -0.812 0.613
C 1.160 -0.759 -0.789
O 0.749 -1.935 -1.510
H -0.501 -0.491 0.561
H 1.131 -0.143 1.246
H 0.429 -1.783 1.095
H 2.245 -0.700 -0.688
H 0.833 0.157 -1.285
C 3.256 -0.190 4.806
C 3.362 1.217 4.258
O 4.630 1.644 3.887
O 3.536 -0.062 6.196
H 4.063 -0.836 4.439
H 2.254 -0.580 4.609
H 2.951 1.875 5.040
H 2.668 1.355 3.402
H 5.281 0.962 4.092
H 3.295 -0.870 6.661
C -1.818 -4.507 -0.268
C -2.248 -4.699 1.189
O -2.289 -3.396 1.792
O -1.804 -3.108 -0.627
H -2.573 -4.944 -0.936
H -0.971 -5.113 -0.608
H -1.613 -5.401 1.725
H -3.276 -5.064 1.162
H -2.743 -3.518 2.633
H -2.010 -2.649 0.214
C 0.543 4.574 2.041
C 0.977 3.519 0.929
O 1.980 3.974 0.100
O 0.346 4.004 3.257
H -0.411 4.975 1.665
H 1.301 5.353 2.075
H 0.216 2.868 0.492
H 1.473 2.708 1.496
H 2.838 3.604 0.344
H 1.004 4.318 3.900
C 0.552 2.566 -4.660
C 0.274 2.704 -3.180
O -0.648 1.712 -2.628
O 1.230 1.360 -4.949
H 1.284 3.330 -4.919
H -0.384 2.810 -5.173
H -0.117 3.675 -2.888
H 1.156 2.463 -2.577
H -0.307 0.839 -2.845
H 0.638 0.613 -4.823
C -3.593 -0.778 -1.829
C -4.034 -1.534 -3.062
O -3.002 -2.556 -3.317
O -2.200 -0.425 -1.801
H -3.903 -1.310 -0.930
H -4.210 0.124 -1.810
H -3.955 -0.894 -3.943
H -5.030 -1.956 -2.974
H -3.253 -3.088 -4.083
H -2.160 0.536 -1.962
```

**F_max**: 4.7 eV/A
**Total charge**: +3
**E**: -108561.70616 eV
**HOMO energy (alpha / beta)**: -16.26 / -16.02 eV
**Spin multiplicity**: 6
**Frontier orbital gap (alpha / beta)**: 0.2222 / 0.1069 hartree
**E_LUMO (alpha / beta)**: -10.21 / -13.11 eV


The following is a DFT calculation (ωB97M-V with the def2-TZVPD basis set) of a 4-piece molecular cluster, C12H35FINO12P4 overall.

The geometry in XYZ format:
```
66
C12H35FINO12P4 ωB97M-V with the def2-TZVPD basis set
N 4.872 -1.539 2.446
P 3.888 -2.149 1.134
I 3.067 -0.213 -0.187
C 4.922 -3.112 -0.103
C 6.462 -2.871 -0.099
C 6.903 -1.406 -0.018
F 8.104 -1.255 -0.698
H 5.647 -2.160 2.657
H 5.215 -0.628 2.152
H 4.530 -2.910 -1.104
H 4.741 -4.167 0.131
H 6.950 -3.509 0.646
H 6.834 -3.243 -1.065
H 7.131 -1.183 1.030
H 6.144 -0.700 -0.368
C 0.463 2.428 1.613
O 0.032 3.654 0.997
P 1.191 4.486 0.118
O 2.139 4.803 1.237
O 0.154 5.709 -0.188
C -1.260 5.610 -0.034
O 2.135 4.913 -1.183
C 2.851 6.139 -1.087
H -0.416 1.901 1.968
H 0.988 1.802 0.894
H 1.111 2.641 2.462
H -1.534 5.776 1.009
H -1.638 4.647 -0.369
H -1.720 6.391 -0.638
H 3.756 5.999 -0.498
H 2.241 6.929 -0.653
H 3.132 6.427 -2.100
C -5.425 -1.855 3.514
O -5.827 -0.554 3.057
P -4.588 0.517 2.697
O -3.988 0.633 4.068
O -5.646 1.715 2.373
C -7.035 1.505 2.123
O -3.404 1.273 1.807
C -2.876 2.486 2.330
H -6.304 -2.496 3.512
H -4.672 -2.283 2.855
H -5.036 -1.789 4.528
H -7.575 1.422 3.066
H -7.208 0.619 1.516
H -7.415 2.372 1.584
H -2.138 2.268 3.100
H -3.658 3.127 2.735
H -2.383 3.012 1.513
C -1.232 -6.155 -2.526
O -1.632 -4.854 -2.984
P -0.392 -3.788 -3.356
O 0.218 -3.670 -1.989
O -1.449 -2.588 -3.676
C -2.840 -2.794 -3.917
O 0.787 -3.039 -4.256
C 1.319 -1.824 -3.739
H -2.113 -6.793 -2.520
H -0.485 -6.587 -3.190
H -0.835 -6.087 -1.515
H -3.374 -2.873 -2.969
H -3.020 -3.681 -4.519
H -3.221 -1.928 -4.455
H 2.063 -2.037 -2.972
H 0.540 -1.181 -3.333
H 1.809 -1.305 -4.563
```

**F_max**: 7.7 eV/A
**Total charge**: 0
**E**: -87042.71766 eV
**SMILES**: COP(=O)(OC)OC.COP(=O)(OC)OC.COP(=O)(OC)OC.NP(I)CCCF
**HOMO energy**: -8.25 eV
**Spin multiplicity**: 1
**Frontier orbital gap**: 0.2499 hartree
**E_LUMO**: -1.45 eV